# 1
Here is a structure of composition C41H38BCdCl2N5O8S3 from the OMol25 dataset. Energies are from wB97M-V/def2-TZVPD.

Structure (XYZ):
```
99
Properties=species:S:1:pos:R:3:forces:R:3:lowdin_charge:R:1
Cd -1.499 -1.698 1.222 0.032 -0.009 0.077 1.119
Cl -0.682 0.398 3.413 -0.021 0.000 -0.031 0.664
C -2.180 1.156 3.846 -0.004 0.011 0.017 -0.681
C -2.091 2.338 4.561 0.013 -0.005 0.001 -0.152
C -3.236 2.995 4.980 -0.004 0.002 -0.003 -0.128
C -4.469 2.454 4.655 0.001 -0.002 -0.008 -0.165
C -4.536 1.281 3.923 -0.003 0.006 0.002 -0.709
Cl -6.139 0.701 3.542 0.003 0.002 -0.006 0.601
C -3.406 0.554 3.483 -0.010 -0.033 0.010 -0.789
S -3.595 -0.940 2.621 0.013 0.003 0.001 0.446
H -1.109 2.737 4.779 -0.002 0.002 0.000 0.095
H -3.169 3.921 5.537 0.000 -0.001 0.000 0.091
H -5.390 2.938 4.952 0.001 0.001 0.002 0.088
C 3.277 4.291 -0.086 0.002 -0.002 -0.002 -0.045
C 3.676 3.564 1.205 -0.014 0.005 -0.010 -0.554
C 2.771 4.058 2.334 -0.004 -0.010 -0.003 -0.074
C 5.124 3.926 1.567 0.008 0.002 0.002 -0.063
C 3.563 2.051 0.997 0.000 -0.009 0.024 -0.174
C 4.444 1.413 0.104 0.008 -0.011 -0.004 -0.053
C 4.426 0.047 -0.099 -0.002 -0.001 -0.020 -0.094
C 3.494 -0.717 0.599 -0.023 -0.001 -0.026 -0.482
S 3.206 -2.421 0.588 0.019 -0.012 0.040 1.086
C 1.899 -2.180 1.751 -0.030 -0.018 -0.154 -0.521
N 1.694 -0.955 2.090 0.017 -0.013 0.016 0.089
C 2.581 -0.101 1.460 0.000 0.004 0.018 -0.299
C 2.624 1.281 1.660 -0.016 0.017 -0.010 0.046
C 1.121 -3.345 2.222 0.009 0.030 0.090 -0.301
C 1.831 -4.478 2.632 -0.006 0.005 0.007 -0.095
C 1.151 -5.589 3.094 0.001 -0.012 0.000 -0.120
C -0.239 -5.563 3.127 -0.001 0.000 0.003 -0.116
C -0.928 -4.437 2.697 0.017 -0.007 -0.007 -0.156
C -0.283 -3.281 2.233 -0.021 -0.005 -0.033 -0.188
H 3.430 5.369 0.026 0.003 0.000 0.001 0.082
H 2.222 4.124 -0.305 0.004 0.000 0.004 0.045
H 3.872 3.947 -0.935 -0.001 0.004 0.000 0.079
H 2.910 5.135 2.462 0.000 -0.002 0.002 0.083
H 3.013 3.568 3.280 0.000 0.003 0.000 0.088
H 1.718 3.886 2.110 0.002 -0.013 0.004 0.023
H 5.202 5.002 1.748 0.001 0.001 0.001 0.076
H 5.823 3.671 0.769 -0.003 -0.002 0.001 0.067
H 5.438 3.401 2.472 0.001 0.000 -0.001 0.087
H 5.167 2.004 -0.446 0.001 -0.003 0.001 0.098
H 5.123 -0.415 -0.787 0.001 -0.001 0.003 0.101
H 1.904 1.711 2.342 -0.031 0.021 -0.003 0.094
H 2.915 -4.482 2.589 -0.004 -0.001 0.002 0.090
H 1.696 -6.469 3.416 0.000 0.000 0.001 0.085
H -0.787 -6.433 3.476 0.000 0.001 0.001 0.086
H -2.013 -4.462 2.695 0.003 0.001 -0.001 0.079
C -3.579 3.604 1.324 0.007 0.001 0.002 -0.093
N -2.961 2.887 0.223 -0.005 -0.002 0.013 -0.190
C -3.607 1.617 -0.115 -0.002 0.005 0.002 -0.040
C -1.696 3.176 -0.143 -0.014 0.032 -0.030 -0.778
S -0.712 4.220 0.743 0.008 -0.006 0.022 0.633
N -1.264 2.598 -1.302 0.011 0.005 -0.013 -0.200
C 0.152 2.591 -1.619 -0.004 0.020 0.008 -0.094
C -2.151 2.521 -2.456 0.012 -0.008 0.009 -0.051
H -4.652 3.412 1.290 0.002 -0.001 0.002 0.091
H -3.387 4.672 1.231 -0.001 0.000 -0.001 0.058
H -3.189 3.268 2.286 -0.003 0.012 0.000 0.058
H -3.948 1.135 0.802 -0.002 -0.003 -0.003 0.046
H -2.901 0.943 -0.590 0.008 -0.013 0.004 0.058
H -4.465 1.770 -0.775 -0.001 0.000 -0.003 0.093
H 0.727 2.248 -0.760 0.008 -0.003 -0.001 0.074
H 0.508 3.588 -1.905 -0.005 -0.002 0.004 0.076
H 0.311 1.900 -2.446 -0.002 0.010 -0.001 0.083
H -3.091 3.022 -2.236 0.006 0.001 -0.004 0.086
H -2.359 1.489 -2.743 -0.004 -0.006 -0.002 0.075
H -1.676 3.033 -3.298 0.001 -0.004 0.001 0.092
O 0.652 -0.887 -1.018 -0.005 0.014 -0.016 0.059
B -0.740 -0.850 -0.721 0.062 -0.006 -0.013 -0.504
O -1.408 -0.612 -1.958 -0.023 0.012 0.009 0.059
C -0.462 -0.581 -2.936 -0.009 -0.017 -0.006 -0.264
C -0.626 -0.433 -4.295 -0.001 -0.019 -0.004 -0.016
C 0.529 -0.482 -5.080 -0.002 -0.005 0.000 -0.103
C 1.783 -0.661 -4.506 0.007 0.000 0.007 -0.095
C 1.938 -0.795 -3.124 -0.006 -0.001 -0.005 0.010
C 0.792 -0.752 -2.363 0.001 -0.012 0.004 -0.249
H -1.610 -0.324 -4.733 0.001 -0.001 0.000 0.120
H 0.441 -0.400 -6.156 0.001 0.002 0.000 0.097
H 2.657 -0.708 -5.144 0.000 0.001 0.001 0.094
H 2.905 -0.944 -2.663 0.005 0.000 0.002 0.111
O -4.209 -3.986 -1.534 0.010 0.015 0.000 -0.012
C -3.133 -3.750 -0.969 -0.067 0.017 0.009 -0.663
O -2.904 -3.464 0.231 0.026 -0.009 -0.029 -0.134
C -1.892 -3.845 -1.881 0.015 -0.018 -0.003 -0.089
C -0.632 -4.132 -1.371 -0.001 -0.003 -0.014 0.077
C 0.439 -4.236 -2.248 -0.001 0.005 0.004 -0.114
C 0.324 -4.033 -3.608 0.003 0.000 0.012 0.066
C -0.944 -3.750 -4.079 0.000 0.009 0.003 -0.135
C -2.048 -3.666 -3.250 0.000 -0.019 -0.012 0.073
N -1.108 -3.535 -5.524 0.009 0.042 0.011 -0.350
O -2.166 -3.085 -5.919 -0.011 -0.010 0.000 0.063
O -0.175 -3.817 -6.255 0.006 -0.011 -0.011 0.053
N 1.767 -4.602 -1.729 -0.003 0.029 0.033 -0.347
O 1.824 -5.092 -0.622 -0.005 -0.006 0.005 0.063
O 2.733 -4.407 -2.448 0.013 0.001 -0.010 0.047
H -0.494 -4.265 -0.304 -0.007 0.002 0.001 0.117
H 1.177 -4.089 -4.264 0.001 -0.002 0.003 0.126
H -3.036 -3.470 -3.640 -0.002 0.003 0.006 0.132
```
Positions in Å, forces in eV/Å.

The electronic energy is -4768.5009 Ha. Its energy relative to the best compared isomer or geometry (same formula, charge and spin) is 0.0000 eV. The calculation puts the LUMO energy at 3.6 eV. The calculation puts the frontier orbital gap at 0.22366 Eh. As for the largest force on an atom: 0.0031 Eh/bohr. Its charge is -2.

---

# 2
Here is a structure of composition C41H38BrIN2O5PRuS in a non-equilibrium geometry from the OMol25 dataset. Energies are from wB97M-V/def2-TZVPD.

Structure (XYZ):
```
91
Properties=species:S:1:pos:R:3:forces:R:3:lowdin_charge:R:1
Ru 0.211 -0.396 -0.478 -0.359 1.165 1.399 1.153
I -0.352 2.438 -0.736 -0.243 -1.755 -0.380 1.310
C -2.112 1.843 -1.781 0.190 0.575 0.242 -0.553
C -3.079 2.772 -2.031 0.187 0.001 0.154 -0.127
C -4.168 2.417 -2.848 -0.121 -0.086 -0.087 -0.055
C -4.213 1.179 -3.422 -0.023 0.094 0.001 -0.008
C -3.200 0.220 -3.185 0.191 0.017 0.100 -0.160
C -3.194 -1.029 -3.845 0.018 -0.133 -0.030 -0.014
C -2.170 -1.913 -3.651 -0.158 0.056 -0.005 -0.042
C -1.150 -1.626 -2.723 0.019 0.074 0.056 -0.108
C -1.164 -0.461 -2.000 0.654 -0.268 -0.054 -0.276
C -2.136 0.531 -2.290 -0.047 -0.001 0.074 -0.269
H -3.003 3.770 -1.620 -0.043 0.012 -0.040 0.104
H -4.945 3.144 -3.037 -0.005 -0.015 -0.008 0.115
H -5.022 0.914 -4.091 -0.011 0.005 0.017 0.123
H -4.003 -1.262 -4.526 0.011 0.016 -0.015 0.122
H -2.137 -2.851 -4.189 -0.049 -0.001 -0.003 0.116
H -0.383 -2.369 -2.554 0.013 0.046 -0.010 0.105
O -0.651 -2.533 -0.139 0.310 1.017 -0.977 -0.404
S 0.513 -2.945 0.700 -0.085 -1.399 0.614 0.547
O 0.919 -4.307 0.561 -0.096 0.220 0.034 -0.234
O 1.593 -1.983 0.384 -0.520 0.952 -0.731 -0.343
C -0.195 -2.766 2.332 0.051 -0.009 -0.351 -0.250
C -0.001 -3.794 3.238 0.179 0.004 -0.094 -0.035
C -0.806 -3.873 4.363 -0.071 0.039 0.093 -0.043
C -1.828 -2.954 4.546 0.020 -0.021 0.069 -0.042
C -2.011 -1.921 3.639 0.219 0.005 -0.140 -0.066
C -1.176 -1.799 2.532 -0.105 0.210 0.165 -0.306
P -1.413 -0.339 1.450 -0.064 0.026 0.057 1.084
C -3.192 -0.503 1.014 0.191 -0.059 -0.198 -0.313
C -3.533 -1.390 -0.010 -0.015 -0.035 0.079 -0.087
C -4.860 -1.592 -0.355 0.014 0.008 -0.028 -0.060
C -5.865 -0.924 0.328 -0.029 0.012 0.016 -0.066
C -5.537 -0.060 1.362 -0.055 0.004 -0.039 -0.063
C -4.210 0.156 1.702 -0.008 -0.023 0.064 -0.089
C -1.440 1.061 2.635 0.156 0.023 -0.120 -0.352
C -0.787 1.002 3.867 -0.045 -0.004 -0.105 -0.080
C -0.780 2.100 4.711 0.003 0.045 0.047 -0.055
C -1.424 3.274 4.342 0.028 -0.007 0.011 -0.064
C -2.090 3.337 3.130 -0.028 0.052 -0.084 -0.070
C -2.095 2.239 2.282 0.072 0.005 -0.040 -0.179
H 0.756 -4.540 3.035 -0.058 -0.038 0.001 0.122
H -0.664 -4.674 5.076 0.022 -0.003 -0.015 0.116
H -2.487 -3.033 5.401 0.008 -0.028 -0.005 0.116
H -2.805 -1.202 3.791 -0.017 0.025 0.048 0.114
H -2.757 -1.949 -0.510 -0.055 0.010 -0.092 0.079
H -5.106 -2.274 -1.159 0.007 -0.029 0.034 0.111
H -6.902 -1.086 0.067 0.005 0.008 -0.011 0.109
H -6.319 0.452 1.907 0.013 0.002 0.012 0.110
H -3.980 0.834 2.513 -0.076 -0.096 -0.028 0.098
H -0.270 0.104 4.165 0.043 -0.046 -0.020 0.103
H -0.260 2.041 5.658 -0.013 -0.007 -0.004 0.112
H -1.404 4.135 4.997 -0.022 -0.017 0.015 0.111
H -2.607 4.241 2.836 0.005 -0.002 0.015 0.110
H -2.635 2.296 1.345 0.004 0.048 -0.017 0.075
Br 6.189 3.030 5.288 -0.063 -0.053 -0.061 0.762
C 4.907 2.255 4.131 0.085 0.045 0.036 -0.681
C 4.036 1.297 4.626 0.011 -0.008 0.054 -0.108
C 3.086 0.747 3.782 -0.032 -0.013 -0.026 -0.005
C 3.016 1.151 2.455 0.071 0.129 -0.350 -0.124
C 3.912 2.098 1.966 -0.022 -0.068 0.120 -0.012
C 4.861 2.657 2.805 0.024 0.031 -0.006 -0.112
C 1.964 0.596 1.552 -0.332 -0.357 0.989 -0.593
O 2.046 0.836 0.305 -1.022 -0.186 -0.945 -0.175
O 1.030 -0.073 2.030 0.715 0.343 0.309 -0.120
H 4.104 0.988 5.660 -0.009 -0.001 -0.008 0.105
H 2.400 -0.006 4.146 -0.027 0.016 -0.013 0.119
H 3.854 2.399 0.930 0.005 0.013 -0.018 0.115
H 5.558 3.398 2.437 -0.007 0.005 0.018 0.105
C 3.690 -0.710 -5.685 0.077 0.086 0.016 -0.057
C 3.831 0.512 -4.779 -0.067 -0.174 -0.222 -0.193
N 3.375 0.264 -3.413 0.092 0.188 0.151 -0.071
C 4.391 0.024 -2.385 0.092 -0.224 -0.045 -0.190
C 4.962 -1.392 -2.365 -0.046 0.112 0.040 -0.056
C 2.067 0.217 -3.102 -0.247 -0.079 -0.042 -0.379
C 1.084 0.855 -4.038 0.018 0.052 0.013 0.011
N 1.647 -0.368 -2.020 0.281 -0.658 0.531 0.020
H 4.012 -0.457 -6.696 -0.013 -0.015 0.001 0.083
H 2.657 -1.055 -5.735 0.007 -0.003 0.005 0.069
H 4.310 -1.532 -5.329 -0.039 -0.026 0.002 0.069
H 3.287 1.353 -5.209 0.047 0.029 0.048 0.109
H 4.879 0.800 -4.725 -0.013 0.077 0.062 0.123
H 3.955 0.274 -1.417 0.030 0.072 -0.002 0.104
H 5.199 0.735 -2.565 -0.044 0.032 0.001 0.124
H 4.182 -2.142 -2.226 0.001 -0.010 -0.032 0.079
H 5.665 -1.481 -1.536 0.012 -0.032 -0.020 0.084
H 5.499 -1.611 -3.287 -0.017 -0.049 0.002 0.070
H 1.447 1.822 -4.383 -0.015 -0.019 -0.018 0.093
H 0.137 0.997 -3.531 -0.012 -0.042 -0.006 0.040
H 0.908 0.219 -4.906 0.023 0.020 -0.006 0.099
H 2.381 -0.848 -1.507 0.224 0.075 -0.262 0.044
```
Positions in Å, forces in eV/Å.

The electronic energy is -5776.8133 Ha. Its energy relative to the best compared isomer or geometry (same formula, charge and spin) is 1.3296 eV. The calculation puts the LUMO energy (alpha / beta) at -4.7 / -4.9 eV. The calculation puts the frontier orbital gap (alpha / beta) at 0.23180 / 0.22447 Eh. As for the largest force on an atom: 0.0361 Eh/bohr. Its charge is +1.

---

# 3
Here is a structure of composition C41H39BIrN5OP2Se2 in a non-equilibrium geometry from the OMol25 dataset. Energies are from wB97M-V/def2-TZVPD.

Structure (XYZ):
```
92
Properties=species:S:1:pos:R:3:forces:R:3:lowdin_charge:R:1
Ir 1.895 1.355 0.382 0.021 -1.805 -1.858 1.289
Se -1.367 -4.771 -0.238 0.017 0.093 -0.097 0.418
P -2.271 -2.915 -0.636 -0.067 -0.553 0.007 0.559
C -2.813 -2.720 -2.354 0.112 0.249 0.051 -0.368
C -3.322 -3.837 -3.010 0.017 0.012 -0.068 -0.094
C -3.808 -3.713 -4.303 0.020 0.044 0.074 -0.066
C -3.801 -2.473 -4.931 -0.011 -0.041 -0.042 -0.072
C -3.292 -1.360 -4.278 0.041 0.036 0.018 -0.072
C -2.792 -1.481 -2.990 -0.053 -0.061 -0.005 -0.094
C -3.771 -2.622 0.340 0.102 0.231 -0.054 -0.345
C -4.185 -3.573 1.263 0.001 0.001 0.081 -0.102
C -5.342 -3.359 2.002 0.018 0.023 -0.001 -0.069
C -6.074 -2.197 1.823 -0.015 0.001 -0.002 -0.071
C -5.667 -1.250 0.889 0.011 0.015 -0.034 -0.071
C -4.525 -1.463 0.139 -0.037 -0.095 0.058 -0.093
C -1.180 -1.496 -0.284 -0.191 0.103 0.207 -0.348
C 0.171 -1.229 -0.399 0.083 0.161 0.177 -0.383
N 0.340 0.026 0.115 -0.233 0.844 0.788 -0.232
N -0.846 0.481 0.541 -0.148 -0.167 -0.247 -0.044
N -1.749 -0.407 0.322 0.163 0.020 -0.070 0.061
P 1.610 -1.952 -1.160 -0.385 -0.923 -0.329 0.694
Se 3.308 -0.721 -0.608 -0.506 1.681 1.107 0.584
C 1.260 -2.013 -2.918 0.237 0.215 -0.079 -0.345
C 0.331 -2.943 -3.388 -0.008 -0.057 0.046 -0.095
C -0.020 -2.932 -4.726 0.037 0.004 -0.013 -0.053
C 0.558 -2.010 -5.590 0.011 -0.002 -0.010 -0.048
C 1.503 -1.106 -5.127 -0.021 0.013 0.031 -0.055
C 1.856 -1.100 -3.785 -0.025 -0.031 0.017 -0.084
C 1.894 -3.610 -0.565 0.201 0.102 0.121 -0.419
C 2.226 -4.643 -1.435 0.000 0.027 0.056 -0.085
C 2.433 -5.913 -0.921 -0.012 -0.047 -0.016 -0.056
C 2.338 -6.137 0.445 0.009 0.033 -0.003 -0.053
C 2.075 -5.085 1.315 -0.011 0.009 0.036 -0.071
C 1.855 -3.818 0.814 0.019 0.016 -0.075 -0.126
H -3.328 -4.796 -2.506 0.027 -0.009 -0.020 0.085
H -4.195 -4.583 -4.817 -0.030 0.014 0.004 0.111
H -4.196 -2.377 -5.934 0.025 0.007 0.000 0.110
H -3.281 -0.397 -4.771 -0.004 -0.008 -0.005 0.110
H -2.388 -0.611 -2.483 -0.004 0.004 -0.021 0.103
H -3.605 -4.477 1.400 0.025 0.017 -0.009 0.052
H -5.664 -4.100 2.722 0.002 -0.009 -0.011 0.109
H -6.969 -2.027 2.407 0.001 -0.005 -0.006 0.108
H -6.242 -0.344 0.747 -0.021 -0.019 -0.016 0.106
H -4.214 -0.729 -0.591 -0.031 0.013 0.001 0.093
H -0.105 -3.676 -2.715 -0.042 0.023 -0.002 0.069
H -0.742 -3.649 -5.095 -0.025 0.017 0.017 0.114
H 0.272 -2.000 -6.634 0.025 -0.021 0.000 0.115
H 1.970 -0.405 -5.806 -0.017 0.004 -0.002 0.114
H 2.595 -0.401 -3.414 -0.013 0.024 -0.028 0.075
H 2.322 -4.462 -2.497 -0.065 -0.041 -0.011 0.112
H 2.661 -6.732 -1.590 0.024 0.011 0.002 0.115
H 2.483 -7.134 0.837 0.021 0.005 -0.005 0.115
H 2.030 -5.257 2.382 -0.010 -0.012 -0.007 0.116
H 1.648 -2.989 1.481 -0.052 -0.043 0.037 0.114
C 2.785 1.921 1.959 -0.126 0.090 -0.927 -0.189
C 3.310 2.890 2.492 0.162 -0.040 0.462 -0.026
C 3.852 4.089 3.046 0.032 0.038 0.061 -0.241
C 3.901 4.310 4.422 -0.032 -0.135 0.019 -0.029
C 4.313 5.542 4.903 -0.010 -0.011 -0.011 -0.068
C 4.680 6.548 4.020 0.048 -0.004 0.019 -0.067
C 4.672 6.315 2.652 0.017 -0.009 0.005 -0.060
C 4.265 5.088 2.158 -0.125 -0.059 -0.053 -0.016
H 3.617 3.514 5.098 -0.026 0.050 0.037 0.118
H 4.346 5.718 5.969 -0.005 -0.012 0.000 0.110
H 4.984 7.514 4.402 0.022 -0.010 -0.007 0.110
H 4.982 7.093 1.967 0.004 -0.018 -0.016 0.113
H 4.247 4.886 1.095 0.031 0.082 -0.012 0.115
B 5.811 2.579 -1.195 0.454 0.456 -0.137 -0.390
C 4.302 2.480 -0.971 -0.138 0.055 0.028 -0.201
N 3.159 2.323 -0.771 0.059 0.458 0.570 -0.086
H 6.185 3.725 -1.233 -0.265 0.077 -0.052 0.023
H 6.274 2.094 -0.181 -0.152 -0.291 -0.063 0.045
H 6.067 1.995 -2.219 -0.015 -0.192 0.117 0.031
O 0.499 3.093 0.550 0.621 -0.842 0.162 -0.064
C -0.013 3.720 1.496 0.207 0.374 0.294 -0.451
C -0.940 4.866 1.241 -0.201 -0.085 -0.115 -0.074
C -2.313 4.425 1.837 0.034 -0.146 -0.103 -0.155
C -2.531 2.891 1.923 0.006 0.152 0.180 -0.184
C -1.973 2.181 3.178 0.124 0.030 -0.237 -0.161
C -0.440 2.086 3.211 -0.256 0.103 0.036 -0.167
N 0.095 3.398 2.808 0.280 -0.212 -0.091 0.088
H -1.008 5.065 0.175 0.066 -0.025 -0.007 0.126
H -0.569 5.764 1.738 0.025 0.006 -0.029 0.132
H -3.091 4.843 1.200 -0.012 0.064 0.053 0.113
H -2.449 4.860 2.830 -0.015 0.041 -0.013 0.112
H -2.130 2.407 1.030 -0.119 0.005 -0.002 0.086
H -3.608 2.722 1.922 0.005 -0.041 -0.058 0.114
H -2.383 1.170 3.212 -0.021 0.013 0.094 0.113
H -2.321 2.714 4.069 -0.023 -0.050 0.021 0.115
H -0.099 1.349 2.495 0.082 -0.073 0.085 0.058
H -0.068 1.831 4.201 0.065 -0.017 -0.028 0.124
H -0.286 4.123 3.402 -0.030 0.058 -0.075 0.143
```
Positions in Å, forces in eV/Å.

The electronic energy is -7549.2005 Ha. Its energy relative to the best compared isomer or geometry (same formula, charge and spin) is 1.6133 eV. The calculation puts the LUMO energy (alpha / beta) at -4.9 / -5.6 eV. The multiplicity is 2. The calculation puts the frontier orbital gap (alpha / beta) at 0.20344 / 0.17744 Eh. As for the largest force on an atom: 0.0504 Eh/bohr. Its charge is +1.